Record 1
The following is a DFT calculation (wB97M-V/def2-TZVPD) of a cluster of 2 separate species, C9H9IO in total at a distorted geometry.

The geometry in XYZ format:
```
20
Properties=species:S:1:pos:R:3:forces:R:3:mulliken_charge:R:1
C 2.047729 -0.722853 1.937792 -0.031 -0.674 -1.201 -0.414
C 1.121579 -0.097371 2.751621 0.545 0.823 0.908 -0.359
C 1.866334 -0.807784 0.565594 1.677 -0.718 -2.590 -0.148
C 0.029617 0.592139 2.129695 -0.105 -0.370 1.214 -0.544
C 0.759258 -0.283498 -0.064765 -2.242 0.897 -1.149 -0.235
C -0.099766 0.411991 0.759404 -0.150 0.143 1.151 0.635
C -1.550917 0.119567 -2.415142 0.427 -4.193 0.874 -1.154
C -2.137676 0.132027 -1.165056 0.478 1.074 -2.028 0.059
C -2.397039 1.291370 -0.468285 1.910 2.028 -0.436 0.053
O -1.827952 2.481109 -0.899633 -1.463 0.092 0.910 -0.523
I -3.651468 1.506622 1.190144 0.470 -0.079 -0.609 0.141
H 2.921561 -1.291470 2.187661 0.279 0.198 1.240 0.346
H 1.406678 -0.060326 3.860691 -1.049 0.132 -1.631 0.257
H 2.682785 -1.257817 -0.139288 -1.490 0.532 1.679 0.210
H -0.690875 1.163960 2.803896 0.929 -0.768 -1.289 0.200
H 0.371270 -0.355830 -1.161952 1.500 -0.115 1.790 0.111
H -1.124166 -0.831191 -2.924392 -1.125 1.476 1.281 0.291
H -1.540381 0.895942 -3.065998 0.179 2.658 -1.508 0.319
H -2.343361 -0.731936 -0.658630 -0.481 -2.261 1.040 0.421
H -1.328608 2.482146 -1.732618 -0.260 -0.874 0.353 0.333
```
Positions in Å, forces in eV/Å.

- Net charge: 0
- HOMO energy (spin up / spin down): -7.45 / -8.50 eV



Record 2
The following is a DFT calculation (wB97M-V/def2-TZVPD) of an isolated molecule of C9H9N at a distorted geometry.

The geometry in XYZ format:
```
19
Properties=species:S:1:pos:R:3:forces:R:3:mulliken_charge:R:1
C -1.297506 1.050609 -1.926644 -1.131 2.562 0.265 -0.316
C -1.063198 2.123471 -0.988113 0.447 -0.431 -0.600 -0.470
C -0.172545 1.843332 0.058735 -0.805 0.392 1.037 -0.536
C 0.240202 0.527629 0.289778 -0.029 -0.673 -1.232 0.290
C -0.103449 -0.525290 -0.576493 0.189 0.140 -0.418 0.506
C -0.864722 -0.230959 -1.712796 0.813 0.126 1.217 -0.643
C 0.475751 -1.894287 -0.130270 -0.874 0.339 0.478 -0.984
C 1.295911 -1.475268 1.136930 -1.485 -0.379 -0.070 -0.234
N 0.414062 -0.995569 2.255887 2.288 -0.068 -0.277 -0.612
C 1.078633 -0.013737 1.367098 0.921 0.731 1.716 -0.176
H -1.905321 1.290007 -2.820203 0.401 -0.282 0.600 0.310
H -1.514309 3.169983 -1.078714 0.748 -1.781 -0.164 0.303
H 0.067612 2.608530 0.837601 -0.137 -0.593 -0.898 0.318
H -1.077146 -0.984331 -2.415970 -0.297 -0.833 -0.806 0.464
H -0.415486 -2.552644 0.147526 1.203 0.631 -0.125 0.260
H 1.038098 -2.480939 -0.892568 -0.201 0.791 0.418 0.401
H 2.134106 -2.099548 1.430438 0.067 0.447 0.026 0.408
H -0.518570 -1.109136 1.970952 -1.618 -0.103 -0.401 0.294
H 1.758137 0.694069 1.920376 -0.500 -1.015 -0.765 0.414
```
Positions in Å, forces in eV/Å.

- Net charge: 0
- HOMO energy: -8.68 eV



Record 3
The following is a DFT calculation (wB97M-V/def2-TZVPD) of an isolated molecule of C9H9N at a distorted geometry.

The geometry in XYZ format:
```
19
Properties=species:S:1:pos:R:3:forces:R:3:mulliken_charge:R:1
C 2.566176 0.647456 -0.001322 0.787 0.892 -0.057 -0.444
C 2.561232 -0.735078 0.171277 -0.320 -1.282 -0.117 -0.461
C 1.390902 1.366104 0.010642 -0.296 0.641 -1.094 -0.879
C 1.372899 -1.426721 0.134337 1.281 -1.314 -0.546 -0.503
C 0.111290 0.682805 0.073748 0.862 -0.934 0.795 1.286
C 0.140207 -0.790657 0.034813 0.564 1.849 0.836 0.238
C -2.431022 0.717991 -0.017770 0.606 0.542 0.831 -0.285
C -1.057428 1.373677 0.260045 -1.176 -0.219 -2.326 -0.769
C -2.246581 -0.789479 0.030327 -2.412 -0.519 -0.444 -0.435
N -1.052514 -1.417747 0.099633 -0.487 -1.598 -1.518 -0.071
H 3.587896 0.992670 -0.224645 -0.801 0.840 0.341 0.318
H 3.470727 -1.369784 0.227954 -0.512 0.947 -0.169 0.315
H 1.266825 2.470366 -0.229501 0.746 -1.456 0.580 0.184
H 1.606429 -2.498227 -0.017719 -1.242 0.315 0.493 0.192
H -3.080557 1.134355 0.776674 -0.155 -0.767 -0.069 0.250
H -2.964620 1.118459 -0.940008 0.898 -0.675 0.463 0.257
H -1.058775 2.425273 -0.022471 0.247 0.128 0.693 0.228
H -3.142372 -1.465539 -0.186060 1.521 0.993 0.470 0.274
H -1.040714 -2.435915 -0.179953 -0.111 1.618 0.838 0.304
```
Positions in Å, forces in eV/Å.

- Net charge: 0
- HOMO energy (spin up / spin down): -6.53 / -6.18 eV



Record 4
The following is a DFT calculation (wB97M-V/def2-TZVPD) of a cluster of 2 separate species, C9H9N2O2S in total at a distorted geometry.

The geometry in XYZ format:
```
23
Properties=species:S:1:pos:R:3:forces:R:3:mulliken_charge:R:1
C -2.492033 0.610439 1.569786 -1.263 -0.844 0.085 -0.474
C -3.366711 -0.017014 0.662371 -2.464 0.654 0.315 -0.375
C -1.200072 0.560344 1.246481 2.851 -0.350 -0.477 -0.325
C -2.876348 -0.479185 -0.554151 0.149 0.678 0.818 -0.305
C -0.711975 -0.101676 0.068998 0.733 0.122 1.975 -0.071
C 1.678277 1.380714 -0.537603 0.273 -2.639 1.128 0.323
C 1.606367 -0.897568 0.957860 0.045 0.993 1.701 0.408
C 1.143629 -1.045405 -1.543820 -6.007 3.570 0.905 -1.568
C 0.732696 -0.428115 -0.133972 2.274 1.556 -2.670 0.951
N -1.573591 -0.510239 -0.814512 0.209 -0.785 -1.128 -0.430
N 2.880514 1.091169 -0.769693 1.399 -0.118 -0.481 -0.651
O 2.925347 -1.139464 0.654772 -0.489 -0.747 0.716 -0.571
O 1.248731 -0.986366 2.134678 0.330 -0.329 -1.368 -0.652
S 0.811596 2.700676 -0.356867 -1.782 1.996 0.077 -0.457
H -2.705055 0.998453 2.584472 -0.573 -0.198 -0.955 0.333
H -4.476014 -0.008272 0.922437 1.494 -0.261 -0.669 0.240
H -0.528381 0.951379 1.979136 0.754 0.098 -0.030 0.325
H -3.429683 -0.832897 -1.404136 -0.904 -0.132 0.190 0.422
H 0.616947 -1.927433 -1.733128 -0.826 -1.519 -0.341 0.410
H 2.090502 -1.121722 -1.750875 5.409 -0.659 -0.164 0.563
H 0.829143 -0.273831 -2.318374 -0.159 -1.025 0.737 0.294
H 3.352007 -0.458357 0.085959 -1.018 0.324 -0.403 0.372
H 3.444114 1.934363 -0.949812 -0.434 -0.388 0.036 0.234
```
Positions in Å, forces in eV/Å.

- Net charge: -1
- HOMO energy: -4.04 eV



Record 5
The following is a DFT calculation (wB97M-V/def2-TZVPD) of an isolated molecule of C9H9N3O2.

The geometry in XYZ format:
```
23
Properties=species:S:1:pos:R:3:forces:R:3:mulliken_charge:R:1
C -1.984041 -0.693345 -0.572813 -0.040 0.074 -0.099 -0.726
C -1.570018 -1.852098 -0.098185 0.248 -0.278 0.175 -0.272
C -0.142173 -2.357635 -0.125764 -0.266 0.398 -0.578 0.178
C 0.771741 -1.594651 -1.040674 0.059 0.045 0.207 -0.677
C 1.339693 -0.502276 -0.535930 -0.216 -0.458 -0.256 -0.861
C 1.035318 -0.111367 0.825463 -0.084 -0.419 0.012 0.347
C 1.095967 1.267578 1.218496 0.002 0.483 0.087 0.806
C 1.245561 2.401121 0.424361 0.011 -0.483 0.132 -0.220
C 1.113029 3.469813 1.311227 -0.015 -0.222 0.031 -0.722
N 0.903660 3.042010 2.544925 -0.100 0.508 0.602 -1.141
N 0.893462 1.721256 2.478921 0.086 -0.217 -0.231 0.470
N 0.619842 -1.022553 1.672044 0.068 0.214 -0.445 0.784
O 0.418073 -0.880401 2.879978 -0.171 -0.121 0.289 -0.849
O 0.408612 -2.322249 1.192869 0.339 -0.113 0.695 -0.456
H -1.320503 -0.011031 -1.078046 0.146 0.086 -0.120 0.255
H -3.010666 -0.384060 -0.471335 -0.176 0.017 0.049 0.288
H -2.249217 -2.506224 0.429393 -0.161 -0.063 0.053 0.357
H -0.137620 -3.424716 -0.360058 0.059 0.100 0.060 0.407
H 0.943119 -1.951361 -2.040748 0.084 -0.001 -0.191 0.410
H 2.025782 0.118221 -1.085446 0.057 0.109 -0.156 0.532
H 1.405562 2.436447 -0.633263 0.025 -0.004 -0.217 0.384
H 1.142277 4.519496 1.096997 0.048 0.214 0.026 0.455
H 0.731463 1.133526 3.286069 -0.004 0.131 -0.125 0.253
```
Positions in Å, forces in eV/Å.

- Net charge: 0
- HOMO energy (spin up / spin down): -8.24 / -8.23 eV



Record 6
The following is a DFT calculation (wB97M-V/def2-TZVPD) of a structure of composition C9H9N3O2 at a distorted geometry.

The geometry in XYZ format:
```
23
Properties=species:S:1:pos:R:3:forces:R:3:mulliken_charge:R:1
C 4.154742 -0.700208 -0.049679 1.767 -2.677 -0.605 0.040
C 3.064028 -1.337397 -0.658819 -1.160 4.735 2.407 -0.905
C 1.897119 -0.537063 -0.520173 5.116 -0.784 -0.752 0.295
C 1.865661 0.679736 0.338485 8.937 -2.002 -2.889 -0.478
C 3.125864 1.286141 0.609805 0.685 -1.206 -2.209 -0.355
C -3.490585 -0.578451 0.029272 0.084 0.015 3.318 0.527
C -3.668069 0.908108 -0.353646 1.588 1.023 0.636 -0.660
C -2.452318 1.634828 -0.385802 -4.299 1.449 -0.952 0.122
C -0.982925 -0.161167 -0.061441 1.982 -1.716 1.669 0.404
H 5.132409 -1.186248 0.066982 -0.322 -0.533 -0.504 0.365
H 3.151335 -2.290977 -1.034899 -0.151 -1.778 -1.094 0.453
H 0.986339 -1.007208 -0.871080 2.144 0.042 -2.196 0.415
H 1.065217 1.214075 0.345350 -4.309 3.154 0.715 0.291
H 3.390846 2.418382 0.706735 -0.962 -2.279 0.582 0.277
H -2.002846 -1.863522 0.527518 0.597 1.012 -0.934 0.296
H -4.589282 1.624455 -0.286769 1.530 -2.299 -0.222 0.278
H -2.488330 2.772338 -0.577641 -0.068 -2.029 0.519 0.277
H -0.376384 1.833148 -0.321567 -2.352 -2.049 0.120 0.311
N 4.258930 0.490325 0.379632 -1.480 4.251 2.087 -0.601
N -2.042540 -0.991264 -0.048293 -3.819 -0.778 0.390 -0.254
N -1.228245 1.149092 -0.264285 2.903 2.417 -0.762 0.009
O -4.200524 -1.349441 0.728878 1.704 2.592 -3.277 -0.579
O 0.167096 -0.552895 0.182119 -10.116 -0.558 3.952 -0.528
```
Positions in Å, forces in eV/Å.

- Net charge: 0
- HOMO energy: -8.53 eV



Record 7
The following is a DFT calculation (wB97M-V/def2-TZVPD) of an isolated molecule of C9H9N3O2 at a distorted geometry.

The geometry in XYZ format:
```
23
Properties=species:S:1:pos:R:3:forces:R:3:mulliken_spin:R:1
C -2.955559 0.807853 -0.464912 -0.073 -0.124 0.137 0.089
C -2.014374 -1.211841 1.011536 -0.139 -0.583 0.022 0.025
C -1.790581 0.970355 0.194714 -0.512 0.151 -0.400 -0.024
C -3.721733 -0.443596 -0.354618 0.175 0.680 -0.098 -0.013
C -0.968022 2.210429 -0.030503 -0.035 0.154 0.169 0.009
C 1.315058 -1.380916 -1.328815 0.524 -1.054 0.053 0.391
C 0.652250 -0.234778 -1.157981 -0.278 1.891 1.055 -0.005
C -0.091874 0.088301 1.651813 -1.440 -0.709 2.231 0.746
C 1.029179 0.785858 -0.216872 0.600 0.140 -3.686 0.483
N -3.105374 -1.439484 0.401392 -0.142 -0.615 0.134 0.035
N 0.366225 2.019351 -0.246466 0.436 -0.469 0.442 0.036
N -1.320749 -0.035387 1.022404 0.791 0.527 -0.183 0.042
O -4.792408 -0.620706 -0.889154 -0.035 0.005 -0.044 0.087
O -1.458878 3.317046 -0.052762 -0.238 0.017 -0.107 0.067
H -3.332043 1.580071 -1.115286 0.029 0.131 -0.013 0.001
H -1.574883 -2.011308 1.596741 0.174 0.042 0.117 0.003
H 0.989514 -2.116044 -2.042457 -0.044 -0.099 -0.165 0.007
H 2.201422 -1.611893 -0.760388 0.165 -0.023 0.115 0.008
H -0.240882 -0.038347 -1.740881 -0.039 -0.006 -0.008 0.009
H 0.324673 -0.823723 2.042949 0.044 -0.151 -0.051 0.001
H 0.071576 0.993644 2.215085 0.200 0.201 -0.240 0.001
H 2.050500 0.815511 0.135623 -0.058 -0.084 0.352 0.002
H 0.913251 2.869470 -0.298389 -0.106 -0.021 0.166 0.001
```
Positions in Å, forces in eV/Å.

- Net charge: 0
- Multiplicity: 3
- HOMO energy (spin up / spin down): -6.78 / -9.60 eV



Record 8
The following is a DFT calculation (wB97M-V/def2-TZVPD) of an isolated molecule of C9H9NO2 at a distorted geometry.

The geometry in XYZ format:
```
21
Properties=species:S:1:pos:R:3:forces:R:3:mulliken_charge:R:1
C 0.979234 1.414332 0.414673 -0.879 -2.349 -1.083 -1.876
C 0.167344 0.623309 -0.662031 3.336 -3.132 2.462 -0.675
C -0.325071 -0.881945 -0.281263 0.177 1.255 -0.599 1.436
C -0.219324 -1.368659 1.168490 -2.377 1.879 0.214 -1.466
N -1.644716 -1.165106 -0.862142 0.382 0.423 3.489 -0.244
C -1.766833 -1.545509 -2.120515 0.561 -0.715 -2.122 0.326
O -2.778535 -1.900516 -2.663237 -0.224 -0.140 -0.406 -0.634
C -0.333600 -1.309123 -2.615434 -0.856 -0.088 0.470 0.131
C 0.223592 -0.187125 -3.025300 -0.331 0.578 -3.936 -1.064
C 1.089727 -0.024647 -1.837417 -2.941 3.467 0.612 1.015
O 1.839318 -1.001585 -1.483941 3.453 -2.515 0.580 -0.324
C 0.534493 -1.475748 -1.404336 -0.410 -0.852 1.633 -0.165
H 1.681999 0.855098 1.004621 -0.348 -0.994 0.685 0.447
H 0.295782 1.960589 1.008635 -0.272 0.889 0.676 0.400
H 1.698127 1.926971 -0.117391 1.032 2.346 -1.249 0.497
H -0.481115 1.272097 -1.122658 -1.956 1.114 -0.850 0.583
H -1.230237 -1.103192 1.669510 1.650 0.535 -0.392 0.353
H 0.624061 -0.909844 1.681813 -0.252 -0.160 0.093 0.275
H -0.305192 -2.402149 1.368516 0.775 -1.521 -0.617 0.414
H -2.323484 -1.355540 -0.152617 -0.902 -0.060 -0.299 0.208
H -0.018215 0.428668 -3.901311 0.382 0.041 0.640 0.363
```
Positions in Å, forces in eV/Å.

- Net charge: 0
- HOMO energy: -7.98 eV



Record 9
The following is a DFT calculation (wB97M-V/def2-TZVPD) of an isolated molecule of C9H9O2P at a distorted geometry.

The geometry in XYZ format:
```
21
Properties=species:S:1:pos:R:3:forces:R:3:mulliken_charge:R:1
P -0.340846 -2.096074 0.055639 -3.841 1.778 1.664 0.019
C 0.024507 -0.365032 -0.023821 -1.562 -2.288 0.071 0.381
C 1.354197 0.003442 -0.083106 1.723 -2.444 0.908 0.859
C 2.474075 -0.817329 -0.032824 -0.209 -1.514 -0.403 -0.778
C 3.555614 0.063969 -0.120658 2.532 0.849 -0.552 -0.298
C 3.018004 1.337230 -0.054538 2.920 -2.683 -0.568 -0.600
O 1.719691 1.257727 -0.051101 -2.860 1.328 0.108 -0.346
C -1.156133 0.420109 0.054421 -2.325 0.130 -0.067 0.156
C -1.651457 1.697012 0.236172 1.614 1.538 0.884 -0.376
C -3.086257 1.665759 0.022389 1.080 -0.719 -0.515 -0.266
C -3.375026 0.388338 -0.340936 -0.273 0.808 1.319 -0.707
O -2.278712 -0.411497 -0.201655 0.632 0.785 -0.679 -0.325
H 0.461242 -3.125549 0.234264 2.450 -0.933 0.315 0.100
H -1.054407 -2.767019 -1.002435 -0.034 0.687 0.578 0.077
H -1.175876 -2.379585 1.375943 0.988 0.327 -2.444 0.106
H 2.591559 -1.948240 0.078179 -0.532 1.919 -0.431 0.100
H 4.628777 -0.265074 -0.402374 -1.923 0.943 1.083 0.281
H 3.389614 2.282404 0.047772 1.151 2.094 -0.066 0.513
H -1.050895 2.644655 0.572929 -1.189 -2.230 -0.894 0.289
H -3.735150 2.521220 0.107790 -0.131 -0.148 -0.130 0.406
H -4.312531 -0.106465 -0.472044 -0.209 -0.228 -0.183 0.409
```
Positions in Å, forces in eV/Å.

- Net charge: 0
- HOMO energy: -6.09 eV



Record 10
The following is a DFT calculation (wB97M-V/def2-TZVPD) of an isolated molecule of C9H9P at a distorted geometry.

The geometry in XYZ format:
```
19
Properties=species:S:1:pos:R:3:forces:R:3:mulliken_charge:R:1
C 2.454148 -1.338418 0.788533 1.199 0.299 -0.110 -0.713
C 3.013630 -0.306494 0.178977 1.441 -0.896 0.310 0.093
C 2.335738 0.780246 -0.450984 -1.409 0.916 -2.362 -0.246
C 1.003839 0.964262 -0.777676 1.907 1.000 0.929 -0.473
C -0.250657 0.301556 -0.373638 0.191 -2.803 -0.319 0.744
C -1.224593 1.179373 -0.040594 -0.507 3.127 0.566 -0.551
C -2.568764 0.937780 0.294912 4.090 -2.450 -0.663 -0.559
C -3.024434 -0.334679 0.320977 -1.970 -1.009 -0.685 -0.250
C -2.323114 -1.460386 -0.048323 0.010 -0.803 -1.483 -0.271
P -0.617228 -1.477513 -0.503827 -1.073 1.056 0.145 -0.031
H 3.028651 -2.134712 1.220202 0.041 -0.235 0.140 0.258
H 1.416466 -1.338895 0.797015 -1.529 -0.517 0.524 0.044
H 4.113147 -0.276957 0.077245 -0.579 0.035 0.222 0.233
H 3.104478 1.429097 -0.936805 -1.223 0.150 0.506 0.251
H 0.715975 1.960881 -1.189506 0.823 -0.872 -0.130 0.297
H -0.791522 2.252567 -0.040903 -1.443 -1.450 0.121 0.153
H -3.165223 1.650680 0.616332 -2.639 3.648 1.113 0.538
H -4.110338 -0.545148 0.390084 0.596 0.638 0.503 0.245
H -3.110195 -2.243235 -0.322020 2.076 0.164 0.673 0.237
```
Positions in Å, forces in eV/Å.

- Net charge: 0
- HOMO energy: -8.23 eV